A cluster of 2 separate species, C4H5N3S in total. Source: the OMol25 dataset; level of theory: ωB97M-V/def2-TZVPD.

Geometry as XYZ:
```
13
Properties=species:S:1:pos:R:3:forces:R:3
S -5.2847 -1.2178 -0.0581 -0.3 -0.9 0.4
N -1.6932 2.3724 -0.1685 0.5 -0.8 0.3
N -4.3544 1.3535 0.1017 -0.1 -0.4 0.6
N 0.9377 0.1585 -0.1793 0.3 0.1 0.9
C 1.6618 -0.9200 -0.0811 -1.1 -0.2 0.0
C -4.6869 0.2072 0.1538 0.0 0.9 -0.9
C -0.3836 0.1723 -0.0181 0.2 3.1 -0.6
C -1.1280 1.3587 -0.0594 0.2 0.5 -0.4
H -3.4152 1.7389 0.0837 -0.1 0.4 0.0
H -0.7045 -0.7449 0.2088 -2.2 -3.0 0.8
H 1.3916 1.0813 -0.1781 0.1 -0.7 -0.5
H 1.3285 -1.9285 0.1350 -0.8 0.5 -0.2
H 2.6575 -0.7969 -0.1380 3.3 0.5 -0.3
```
Forces are in eV/Å.

Summary:
- multiplicity = 1
- relative energy (zero: lowest compared OMol25 entry of this formula, charge and spin) (kJ/mol) = 336.59
- electronic energy (hartree) = -717.76544
- HOMO (alpha / beta) (eV) = -8.17 / -8.17
- Kohn-Sham gap (alpha / beta) (eV) = 7.970 / 7.972

***

The molecule C9H18NP. Source: the OMol25 dataset; level of theory: ωB97M-V/def2-TZVPD.

Geometry as XYZ:
```
29
Properties=species:S:1:pos:R:3:forces:R:3
P -1.3489 2.2532 0.6680 -0.8 0.1 1.6
N 2.5229 0.4072 1.6560 0.6 -1.1 2.3
C 0.9549 0.9349 -0.0055 -1.6 -0.7 2.0
C 2.8497 -0.6852 -0.5799 0.3 0.2 0.6
C 2.1501 0.1810 0.4887 -0.4 -0.2 -1.9
C -0.5450 0.6288 0.8112 3.5 -0.1 -3.1
C -0.5468 -1.7763 -0.0889 1.2 1.6 1.0
C -2.5478 -0.7549 0.6344 -3.1 0.3 -1.3
C -1.2971 -0.4212 -0.0621 1.6 -0.9 -0.1
C -1.3562 -0.1133 -1.5621 -2.1 -0.5 -1.1
C 1.2066 1.8670 -0.9055 1.0 0.1 1.0
H 2.2473 2.1472 -1.0522 0.0 -0.4 -0.6
H 3.9268 -0.7015 -0.2415 -0.9 -0.1 -1.0
H -2.9381 -1.7336 0.2407 0.0 1.0 0.3
H -2.3275 -0.9136 1.6798 -0.4 0.3 0.5
H -1.0586 -2.5446 -0.6107 -0.6 -0.6 -0.3
H 0.4379 -1.6583 -0.5006 0.4 0.0 -0.6
H -3.3218 0.0712 0.3964 0.9 -1.5 1.0
H -2.0588 -0.9790 -2.0170 1.7 2.1 0.7
H -0.8033 2.6508 1.9076 0.4 0.6 -0.2
H -0.2623 0.3127 1.8480 -0.4 0.1 -1.0
H 0.5212 2.5883 -1.2131 -1.3 0.9 -0.7
H 2.6446 -0.2602 -1.6249 0.6 -0.8 1.6
H -2.4412 1.8173 1.4764 -0.3 0.3 -0.4
H -0.3402 -2.0112 0.9312 -0.1 -0.8 0.9
H -0.3239 -0.2629 -1.8349 0.0 0.0 -1.0
H -1.6781 0.9015 -1.9830 0.1 -1.3 1.0
H 3.2759 -0.2262 2.0300 -0.5 0.9 -0.9
H 2.4578 -1.7188 -0.4863 0.3 0.5 -0.3
```
Forces are in eV/Å.

Summary:
- multiplicity = 1
- relative energy (zero: lowest compared OMol25 entry of this formula, charge and spin) (kJ/mol) = 152.03
- electronic energy (hartree) = -749.70634
- HOMO (eV) = -9.57
- Kohn-Sham gap (eV) = 10.380
- structure (SMILES) = [H]/N=C(\C)C(=C)[C@@H](P)C(C)(C)C